(1)
# C3H8NO2

C3H8NO2 as an isolated structure in a non-equilibrium geometry (ωB97M-V/def2-TZVPD, the OMol25 dataset).

Each line ends with the Löwdin charge.
Element x y z (Å)
N -1.25059 0.15919 0.14180  -0.051
C -0.10444 0.16036 -0.63480  -0.395
C 1.06653 0.01458 0.14050  0.018
O -1.02220 2.11372 1.67147  -0.356
C 0.62822 -1.32399 -0.96360  -0.501
O 1.41902 -1.27736 -2.01280  -0.281
H -2.14024 -0.01220 -0.30728  0.032
H -0.97028 1.82606 2.58978  -0.072
H -0.02609 0.75702 -1.54764  0.149
H 2.05008 0.38522 -0.13147  0.109
H 0.90557 0.08167 1.20582  0.097
H -1.25233 1.09163 1.01547  -0.022
H -0.26504 -1.97421 -1.07310  0.139
H 0.96178 -2.00170 -0.09415  0.135

Output
HOMO energy: -0.126 Eh
energy: -8822.0898 eV
net charge: -1
HOMO-LUMO gap: 7.8 eV
ΔE to the lowest compared entry with this formula, charge and spin: 550.20 kJ/mol

---

(2)
# C3H8NO2

One molecule with the formula C3H8NO2 in a non-equilibrium geometry (ωB97M-V/def2-TZVPD, the OMol25 dataset).

Each line ends with the Löwdin charge.
Element x y z (Å)
C -1.33162 0.42278 0.72607  -0.304
O -2.06616 -0.64320 0.37664  0.049
C 0.02382 0.60022 0.00482  -0.369
C 1.06906 -0.28756 0.67200  -0.239
O 2.25123 -0.34047 -0.11577  -0.077
N -0.03013 0.24629 -1.42002  0.038
H -1.12027 0.45994 1.80050  0.132
H -1.96922 1.31969 0.59946  0.149
H 0.37325 1.62104 0.11552  0.140
H 1.37944 0.10960 1.63654  0.123
H 0.67447 -1.30476 0.76361  0.123
H 1.94268 -0.18363 -1.02772  0.067
H -0.26114 -0.74687 -1.46347  0.086
H -0.83849 0.69215 -1.84203  0.083

Output
multiplicity: 2
HOMO energy (spin up / spin down): -0.370 / -0.366 Eh
expectation value of S²: 0.75
energy: -8823.3030 eV
HOMO-LUMO gap (spin up / spin down): 10.9 / 8.1 eV
ΔE to the lowest compared entry with this formula, charge and spin: 36.88 kJ/mol

---

(3)
# C3H8NO2

A 2-piece molecular cluster, C3H8NO2 overall in a non-equilibrium geometry (ωB97M-V/def2-TZVPD, the OMol25 dataset).

Each line ends with the Löwdin charge.
Element x y z (Å)
C -1.12137 -0.41343 0.33998  -0.147
C -2.26519 0.58498 0.26239  -0.078
C 1.92595 0.16606 0.31181  -0.174
N 2.61650 0.91272 1.12865  0.245
O -1.36951 -1.54189 -0.26354  0.046
O 2.35601 -0.71963 -0.50113  0.208
H 0.85347 0.28774 0.37440  0.072
H -3.07348 -0.09798 0.60933  0.089
H -2.16364 1.44138 1.01129  0.104
H -2.32968 0.78866 -0.76194  0.065
H 3.56932 0.64472 1.33235  0.148
H 2.26180 1.46018 1.88434  0.145
H -2.31277 -1.73603 -0.34159  0.112
H 3.27604 -0.64213 -0.78645  0.166

Output
HOMO energy: -0.450 Eh
energy: -8815.7616 eV
net charge: +1
HOMO-LUMO gap: 8.2 eV
ΔE to the lowest compared entry with this formula, charge and spin: 404.34 kJ/mol